Density functional theory data (ωB97M-V/def2-TZVPD) for a cluster of 3 separate species, C7H10S in total at a distorted geometry.

Results
LUMO: -0.26 eV
E_HOMO: -8.61 eV
E: -670.583243 Ha

Atoms and positions in Å:
H 0.98389 -0.85774 1.64144
C -0.02603 0.85846 0.24875
H -0.28961 -2.36425 1.68555
H 3.13003 -0.02582 1.05886
H 2.99076 -1.62234 -0.63549
H 1.26263 -1.12617 -1.81478
C -0.11150 -1.18229 1.52711
H -1.97733 2.10529 0.61198
C -0.83749 2.18553 0.10244
C 1.24954 1.06714 -0.14632
C 2.17874 -0.95958 -1.06316
H -1.01902 2.87270 -1.21447
H 0.04284 2.97157 0.98537
H -0.83293 -0.58383 2.20044
H 1.77404 2.01488 -0.59253
C 2.26094 -0.05998 0.07822
C -0.67674 -0.41038 0.29540
S -1.89313 -0.77360 -0.63631

Force components x, y, z for each atom (eV/Å):
H -1.9 -0.8 0.4
C 0.5 4.9 -3.4
H 0.3 2.9 -0.8
H -2.7 -0.3 -3.6
H -1.0 -0.9 -2.4
H 2.6 0.6 1.9
C -0.9 -0.4 0.2
H 3.3 0.4 -1.5
C -0.8 3.0 1.2
C 2.4 -0.7 2.1
C 1.3 0.9 5.6
H 0.8 -2.4 4.2
H -3.4 -1.8 -3.0
H 1.5 -1.2 0.1
H -1.8 -1.4 1.3
C -0.5 -0.3 -3.7
C 1.8 -1.9 2.5
S -1.4 -0.6 -1.0

=====

Density functional theory data (ωB97M-V/def2-TZVPD) for the molecule C7H10S2 at a distorted geometry.

Results
LUMO (spin up / spin down): -0.55 / -0.40 eV
E_HOMO (spin up / spin down): -7.76 / -7.33 eV
E: -1068.900022 Ha

Atoms and positions in Å:
H -1.31038 -0.48167 -1.25357
S 0.36116 -2.26959 0.40853
H -3.13338 -0.13472 1.26557
C -0.25168 -0.72974 0.68660
C -1.83941 1.31990 0.17826
C 2.20820 -0.76907 -0.71367
H 3.30981 -0.84753 -0.91552
H -0.42249 -0.45888 1.78050
H 2.16703 -2.89433 -1.03165
C 1.84505 0.51117 -0.29538
H -3.53150 0.08189 -0.55057
S 3.02380 1.44184 0.57209
C -2.73312 0.06120 0.20883
H 2.71876 2.79124 0.10198
H 0.77280 0.72223 -0.13386
H -2.19363 2.00882 -0.58416
C -1.32933 -0.05232 -0.17227
C 1.69097 -2.04279 -0.65503
H -1.35268 1.74234 1.10330

Force components x, y, z for each atom (eV/Å):
H 0.5 1.4 1.6
S 0.1 -0.9 0.3
H 0.8 -0.3 -1.7
C -2.0 1.5 1.4
C 0.2 -0.2 -0.1
C 3.0 0.2 -0.5
H -0.9 0.2 -0.3
H 0.3 -0.8 -1.3
H 0.5 -1.0 -0.6
C -1.5 -1.2 0.7
H 0.7 -0.3 0.3
S -0.1 2.1 -0.8
C -2.0 1.2 3.5
H 0.3 -2.1 0.7
H 0.7 0.4 -0.6
H 0.8 0.1 0.1
C 1.7 -2.3 -2.8
C -1.9 2.3 1.1
H -1.0 -0.5 -1.0

=====

Density functional theory data (ωB97M-V/def2-TZVPD) for a structure of composition C7H11BCsF9IO3Ta at a distorted geometry.

Results
LUMO: -1.72 eV
E_HOMO: -7.71 eV
E: -1797.518703 Ha

Atoms and positions in Å:
H -2.80772 -2.52881 2.42581
O -1.82008 -2.00596 -0.39920
H -4.13422 -0.52067 1.22191
H -3.15283 3.20517 -3.48033
F 4.41593 -0.36509 3.01037
H -0.62337 0.52793 0.34646
O -3.06747 -2.75346 1.52354
H -2.64342 3.64267 -1.84058
C -1.82892 0.39289 -2.32708
F 3.42391 -1.91975 1.31438
C 1.14110 -1.44434 0.60900
F 2.35699 -0.15643 3.56801
H -0.82247 2.28340 -1.92322
H 0.75570 0.51659 -1.56093
C 2.95698 0.35635 1.23878
O -3.51880 -0.62254 0.48439
C -1.59648 1.88457 -2.58419
C 3.28774 0.37349 2.76421
H -1.88750 -0.18958 -3.26742
B -2.78350 -1.79727 0.53461
H -3.68359 2.21955 -2.10717
F 3.09028 -1.02363 -0.65340
F 0.79633 -1.20032 1.96407
F 4.09302 0.84348 0.68966
C 2.61217 -1.03874 0.59167
Cs 4.96253 -1.39177 5.06552
C -2.84097 2.79703 -2.51325
Ta -0.46363 -0.71373 -1.01404
F 1.95815 1.22220 1.06539
F 1.19615 -2.83964 0.54673
I -0.59346 2.17511 -4.47637
H 0.47092 -1.79403 -2.18298
F 3.56235 1.58725 3.19658
H -2.81181 0.27806 -1.83091

Force components x, y, z for each atom (eV/Å):
H -0.2 0.0 -0.4
O 0.0 0.6 0.1
H 0.1 -0.2 -0.3
H 0.1 -0.2 0.2
F -0.1 1.1 -2.2
H 0.5 -0.3 -0.2
O 0.3 0.2 0.0
H -0.1 -0.2 -0.2
C 0.0 0.4 0.2
F -0.4 0.0 -0.2
C 0.2 -0.2 0.5
F 0.3 0.3 -0.1
H -0.3 -0.2 -0.1
H 0.2 0.1 0.1
C -0.5 -0.1 0.1
O 0.0 -0.1 0.1
C 0.1 0.4 0.1
C -0.7 -0.6 -0.1
H 0.0 0.1 0.3
B -0.4 -0.1 0.6
H 0.2 0.2 0.0
F 0.1 -0.1 0.0
F -0.2 -0.2 -0.4
F -0.1 0.0 -0.1
C 0.8 0.4 0.2
Cs 0.6 -1.4 2.4
C -0.1 -0.2 0.1
Ta -1.3 -1.0 -0.6
F 0.2 0.2 0.0
F -0.1 0.3 -0.1
I 0.1 0.0 -0.2
H 0.4 0.3 0.5
F -0.1 0.4 -0.1
H 0.2 -0.1 -0.2

=====

Density functional theory data (ωB97M-V/def2-TZVPD) for a cluster of 2 separate species, C7H11Br in total at a distorted geometry.

Results
LUMO (spin up / spin down): 0.81 / -3.03 eV
expectation value of S²: 2.01
E_HOMO (spin up / spin down): -5.83 / -9.94 eV
spin multiplicity: 3
E: -2847.106783 Ha

Atoms and positions in Å:
C 0.57079 -2.03969 1.40454
H 0.79867 -1.52739 -2.45364
C 1.26072 1.46326 0.88411
C 0.48450 -0.43741 -0.69829
H -1.67037 -0.57480 -2.23659
H -1.94026 0.20748 0.36374
H 1.22028 2.34528 0.24434
C -1.21370 0.96742 0.64150
H 0.50179 0.27869 -2.66942
H -1.38520 1.23752 1.68272
C 0.47650 -0.99808 0.60813
H 2.25752 1.03454 0.81789
H 0.44322 -1.94230 2.47077
H -1.37565 1.85210 0.02323
H 1.08463 1.77712 1.91261
C 0.57131 -0.57050 -2.00584
C 0.20643 0.46122 0.45847
H 0.77947 -3.02803 1.02579
Br -3.07064 -0.50641 -2.47406

Force components x, y, z for each atom (eV/Å):
C 0.4 -4.7 3.6
H 0.0 0.0 -0.1
C -0.1 0.0 0.1
C -0.3 -1.4 9.1
H 0.3 0.0 0.0
H -0.1 0.0 -0.1
H 0.0 0.1 0.0
C 0.1 0.1 0.1
H 0.0 0.1 -0.1
H -0.1 0.1 0.1
C -0.3 6.3 -7.9
H 0.1 0.0 0.0
H 0.0 0.0 0.1
H -0.1 0.1 0.0
H 0.0 0.1 0.1
C 0.3 -0.7 -5.0
C -0.1 0.2 0.0
H 0.0 -0.1 0.0
Br -0.3 0.0 -0.1

=====

Density functional theory data (ωB97M-V/def2-TZVPD) for the ion C7H11BrFN2S with charge +1 at a distorted geometry.

Results
LUMO (spin up / spin down): -3.24 / -4.19 eV
E_HOMO (spin up / spin down): -11.60 / -11.52 eV
total charge: +1
E: -3454.536965 Ha

Atoms and positions in Å:
H -2.80491 0.09221 1.04603
F 0.23960 2.70404 0.24444
C 1.46288 2.43790 0.77548
C 0.97090 -0.01898 -1.30303
C 2.38856 1.35261 0.24639
H 1.62184 -0.73095 -1.68843
S -0.88620 -2.24315 -0.79137
C -1.42263 0.37824 -0.48402
H -0.85816 -0.51970 -2.31566
H 0.74815 0.19042 0.79668
Br 2.53359 -1.54881 0.27037
H 3.18910 1.23462 0.96519
H -3.22273 -2.29549 2.10347
N -2.04487 -0.33749 0.52436
H 2.03971 3.28397 1.19537
C 1.57545 0.11280 0.07994
H -1.38068 1.50311 -0.39611
C -0.47683 -0.42725 -1.32138
H -2.77004 -3.48990 1.04655
H 0.93337 0.82550 -1.98081
N -2.66108 -2.46076 1.26779
C -2.02867 -1.68541 0.42918
H 2.85365 1.64247 -0.71042

Force components x, y, z for each atom (eV/Å):
H 0.3 0.0 0.1
F 0.9 -0.2 0.0
C 2.0 0.5 0.5
C -1.2 0.6 0.3
C -0.9 0.9 -0.3
H 0.4 -1.2 -2.0
S -0.5 0.9 0.8
C 0.5 1.4 0.2
H 0.0 0.5 -0.9
H 0.4 -0.6 0.3
Br 0.5 -0.3 1.0
H 0.1 0.1 0.3
H 0.4 1.1 -0.5
N -0.9 -0.6 -0.3
H -1.2 -0.1 -0.2
C -1.1 0.2 -0.1
H -0.1 -1.7 -0.2
C -1.2 -1.6 0.7
H 0.7 1.8 0.1
H 0.6 0.8 0.3
N -1.3 -3.7 0.4
C 1.6 1.3 -0.5
H 0.0 0.0 0.2

=====

Density functional theory data (ωB97M-V/def2-TZVPD) for a structure of composition C7H11CoI2N2OS at a distorted geometry.

Results
LUMO (spin up / spin down): 4.70 / 4.65 eV
expectation value of S²: 6.03
E_HOMO (spin up / spin down): 1.18 / 0.21 eV
spin multiplicity: 5
total charge: -2
E: -2834.342895 Ha

Atoms and positions in Å:
H 0.15169 -2.26991 0.08525
H -3.24537 1.85122 0.12535
N -0.48152 0.83322 -1.28235
I 0.45384 -3.74301 2.33815
H -0.94161 2.21229 2.48587
I 2.42741 2.65623 1.06320
C 0.38861 0.45278 -2.37648
C 2.11897 -1.36316 -0.15410
H -0.93831 0.42692 2.62159
C 1.17186 -2.60972 -0.09825
C -1.41178 1.28713 2.12729
H 0.01286 0.91681 -3.29264
H -2.25343 1.40676 -2.40630
O 3.20323 -1.29212 -0.68554
H -2.48301 1.29708 2.35404
N -1.26979 1.16323 0.68657
H 1.62324 -3.35003 0.63136
H 1.41778 0.78784 -2.18743
C -0.15495 0.78228 0.03706
S 1.07699 -0.91402 2.30517
H 0.39791 -0.64010 -2.51184
C -1.79637 1.27047 -1.44037
H 1.19696 -3.10461 -1.07147
C -2.28360 1.48835 -0.19999
Co 1.61840 0.45406 0.84588

Force components x, y, z for each atom (eV/Å):
H 0.4 -0.3 0.4
H 0.1 -0.1 0.0
N -0.9 0.3 0.3
I -1.6 -2.3 3.3
H -0.1 -0.2 -0.1
I 1.1 2.7 0.2
C 0.3 -0.2 -0.1
C -2.2 1.2 0.2
H 0.0 0.2 -0.2
C 2.6 0.9 -2.1
C 0.0 0.0 0.3
H 0.0 0.0 0.1
H 0.0 0.0 0.0
O 1.2 -1.1 -0.6
H 0.1 0.1 0.0
N -0.6 0.2 -0.3
H -0.5 1.3 -1.6
H -0.4 -0.1 0.1
C 0.2 0.1 -0.6
S 0.1 0.0 2.6
H 0.1 0.3 0.1
C 0.2 0.0 -0.1
H 0.1 -0.1 -0.5
C 0.1 -0.1 -0.1
Co -0.3 -2.7 -1.1

=====

Density functional theory data (ωB97M-V/def2-TZVPD) for the ion C7H11F3N3O with charge +1 at a distorted geometry.

Results
LUMO: -5.32 eV
E_HOMO: -12.22 eV
structure (SMILES): NC1=[NH+][C@@H](CCC(F)=C(F)F)OCN1
total charge: +1
E: -812.054103 Ha

Atoms and positions in Å:
H 0.74026 0.66216 -2.15726
H 0.81622 -2.18036 0.25090
H -0.95579 -0.57200 -1.55216
H 1.28199 1.84667 -0.42964
N 3.03166 0.35763 1.40617
C -2.25282 0.53004 0.26432
H -0.99284 -2.23000 -1.07950
C 1.63912 0.28208 -1.67762
C -3.37538 1.10848 0.73307
H -1.54796 -1.14433 1.36707
F -1.36869 1.37527 -0.37506
H 3.97423 0.18712 1.08299
F -3.87050 0.89997 1.93439
N 2.06608 1.20131 -0.55744
C -1.89364 -0.94012 0.35480
C -0.81848 -1.22859 -0.70293
O 1.54996 -1.03117 -1.20356
H 2.41898 0.28240 -2.42573
F -4.05098 1.97786 -0.00303
H 0.09505 0.53722 0.86584
N 0.80231 -0.19649 0.91842
H 2.90545 0.52633 2.39654
C 0.60235 -1.20749 -0.17099
H -2.80032 -1.48526 0.14733
C 2.00374 0.44127 0.61308

Force components x, y, z for each atom (eV/Å):
H -0.3 -0.1 0.2
H 0.3 -0.1 0.2
H 0.2 0.2 -0.1
H 0.2 0.4 0.0
N 0.1 -0.1 0.4
C -0.6 0.1 1.2
H 0.1 -0.2 -0.1
C 0.3 0.2 -0.5
C 0.7 0.3 -0.8
H 0.0 -0.5 0.0
F -0.4 -0.3 -1.1
H 0.2 1.2 -0.4
F -0.7 -0.6 -0.9
N 0.2 -1.2 -0.4
C 0.6 1.4 0.4
C -0.5 -0.5 0.3
O 0.0 0.2 0.3
H 0.2 0.0 0.0
F 0.5 0.5 1.2
H -0.3 -0.3 -0.2
N 0.4 1.2 0.7
H -0.2 -1.3 0.3
C -0.5 -0.6 -0.4
H -0.1 -0.4 0.0
C -0.3 0.4 -0.1

=====

Density functional theory data (ωB97M-V/def2-TZVPD) for a structure of composition C7H11FN2O2S2 at a distorted geometry.

Results
LUMO: -0.59 eV
E_HOMO: -8.94 eV
E: -1429.400598 Ha

Atoms and positions in Å:
N -4.33255 1.55936 -0.43744
S -3.09023 -0.91005 -0.06294
H -3.37338 1.88975 -0.37503
O 0.42885 -0.29621 -0.65300
F 2.62016 -1.47924 -0.58300
C -4.41469 0.30764 -0.32081
O -1.62058 1.27028 0.39986
S 1.18676 2.14584 -0.10320
H 5.66074 -0.24654 0.94672
H 0.38280 -0.20121 0.91095
C 5.18682 -0.34463 -0.03712
N -5.60960 -0.37627 -0.46853
H -0.39294 0.23189 -0.67029
C -0.52496 -0.80220 0.89341
C 2.71400 -0.15994 -0.32728
H -5.75878 -1.15883 0.15469
H -0.73334 -1.16494 1.90500
C -1.66998 0.06538 0.43029
H -6.39545 0.26144 -0.51083
H 5.88521 0.07061 -0.77217
H 3.89381 1.46954 0.12785
H -0.39688 -1.67308 0.24216
C 1.41843 0.54494 -0.36794
C 3.89392 0.40130 -0.06919
H 5.04187 -1.40482 -0.25216

Force components x, y, z for each atom (eV/Å):
N 0.1 -0.3 0.0
S 0.1 0.1 0.0
H -0.1 0.0 0.0
O 4.0 2.7 -8.3
F 0.0 -0.2 0.0
C 0.0 0.2 0.0
O -0.3 -0.1 -0.1
S 0.5 -0.5 0.0
H -0.1 0.0 -0.1
H -1.7 -1.0 3.4
C 0.0 -0.1 0.0
N -0.1 0.0 0.1
H 1.1 0.4 -1.2
C -2.0 -1.8 5.0
C 0.2 0.4 0.3
H 0.1 0.1 -0.1
H -0.7 -0.1 0.2
C -1.4 -0.6 1.5
H 0.1 -0.1 0.0
H -0.1 0.0 0.1
H -0.1 -0.2 0.0
H -0.4 -0.2 0.9
C 0.8 1.0 -1.6
C -0.1 -0.1 0.0
H 0.0 0.1 0.0

=====

Density functional theory data (ωB97M-V/def2-TZVPD) for the molecule C7H11IN2O at a distorted geometry.

Results
LUMO: 0.60 eV
E_HOMO: -8.60 eV
structure (SMILES): COC(C)(C)n1cnc(I)c1
E: -755.705661 Ha

Atoms and positions in Å:
C 0.51912 -2.66362 0.93048
C -0.43803 0.61026 -0.42995
H -0.66749 2.61020 -0.25581
C -1.37671 0.12725 -1.59845
H -0.58517 1.83290 1.37988
H 1.73872 2.28892 0.25193
I 1.34999 -4.60903 0.91904
H 1.11242 -1.89682 -0.97145
H 2.60610 1.48519 -1.08156
N -0.18373 -0.66134 0.41226
H -1.95442 -0.70590 -1.26690
C -0.92562 1.64614 0.44383
O 0.75035 0.94047 -1.07621
H -0.99063 -0.35745 2.46364
C 0.52466 -1.78507 -0.04285
N -0.16106 -2.17977 2.01530
C -0.54706 -0.97404 1.70327
H 2.31951 0.72199 0.36265
H -2.08047 0.77694 -1.94928
H -0.81518 -0.35419 -2.42704
C 1.89289 1.37724 -0.30562
H -2.08817 1.76970 0.52283

Force components x, y, z for each atom (eV/Å):
C -0.4 -1.9 2.3
C 0.5 -4.1 -0.9
H -0.6 -1.8 2.0
C 2.1 -2.0 1.0
H 1.7 0.0 2.7
H -0.3 0.6 -0.2
I -0.3 0.8 0.0
H -0.9 0.7 0.5
H 0.9 0.7 -0.6
N 0.7 0.3 -0.3
H -0.5 -0.6 0.8
C -4.1 4.9 -3.9
O 0.8 0.0 0.6
H -0.4 0.5 -0.5
C 0.6 1.8 -2.6
N 0.2 -0.6 0.7
C 0.6 -0.5 -0.7
H 0.3 -2.3 1.6
H -1.4 2.4 -1.0
H 0.1 0.9 0.5
C -1.4 1.0 -1.6
H 2.0 -0.8 -0.2

=====

Density functional theory data (ωB97M-V/def2-TZVPD) for the ion C7H11INOS with charge +1 at a distorted geometry.

Results
LUMO (spin up / spin down): -4.37 / -4.70 eV
E_HOMO (spin up / spin down): -12.00 / -11.50 eV
total charge: +1
E: -1098.763336 Ha

Atoms and positions in Å:
H -0.53554 -0.99290 -2.05345
C -1.91407 -1.55976 0.27626
H 2.21417 -0.83786 0.53408
C -1.81023 0.33089 -1.17139
H -2.08792 1.12712 -1.84601
O 1.68920 1.20322 0.54428
C -0.40521 -1.31889 0.06300
H 3.75931 1.29721 -0.17260
H 0.04534 -1.17998 2.05525
H 0.09392 -2.37743 -0.20044
N 0.13170 -0.57424 1.23391
H 4.16500 3.82035 0.04009
C -0.52999 -0.42705 -1.18691
H -0.55515 0.18109 1.41550
C 2.70876 1.80129 -0.02244
S 2.84503 3.48413 -0.09103
H 0.33123 0.28698 -1.24109
C 1.59848 -0.12021 1.13293
H -2.33502 -1.77996 1.30692
H -2.22043 -2.43207 -0.37301
I -4.55463 0.36990 0.10971
C -2.63396 -0.30186 -0.35357

Force components x, y, z for each atom (eV/Å):
H 0.5 -1.4 -1.7
C -2.4 -0.4 0.1
H -0.9 0.4 0.5
C -0.6 -0.6 0.6
H 0.3 0.2 0.1
O 0.6 0.4 -0.5
C -1.9 -2.1 -1.8
H -2.5 0.2 0.3
H 0.4 0.1 0.0
H -0.5 2.8 1.2
N 1.0 0.2 -0.8
H -0.3 -1.2 -0.2
C 2.5 2.4 0.9
H 0.7 0.1 -0.1
C 2.4 -2.5 1.5
S -1.4 1.7 0.0
H -0.5 -0.7 -0.2
C 0.6 0.5 -0.5
H 0.9 0.2 -1.0
H 0.3 0.7 0.8
I 0.3 -0.4 0.0
C 0.3 -0.4 1.1

=====

Density functional theory data (ωB97M-V/def2-TZVPD) for the molecule C7H11IO at a distorted geometry.

Results
LUMO: 0.56 eV
E_HOMO: -8.28 eV
E: -646.179271 Ha

Atoms and positions in Å:
C -1.40378 2.15943 -0.76763
H -2.03932 0.28787 0.02823
H -0.61092 -1.88378 -0.05861
H -0.54405 2.68598 -1.19860
H -1.68158 2.65916 0.17651
H 0.96261 -2.52344 1.78434
C -0.44210 -0.22130 -1.33272
H 2.57380 -1.72047 1.84584
C 0.23272 -1.37774 -0.42378
C 1.12233 -0.72383 0.44659
H 1.17692 -0.85239 2.62120
C 1.49278 -1.49842 1.74049
C -1.09778 0.67654 -0.31603
H 0.74891 -2.05587 -1.17321
I 2.85516 0.19201 -0.36470
H -1.13000 -0.74233 -2.09618
H -2.29502 2.14928 -1.40312
O -0.19783 1.67297 1.64893
H 0.39308 0.24064 -1.96044
C -0.11591 0.87571 0.80289

Force components x, y, z for each atom (eV/Å):
C -0.7 -0.8 0.8
H -0.3 -0.5 0.5
H -0.8 -0.9 1.4
H -0.3 -0.3 -0.1
H 0.1 0.1 -0.6
H 0.6 1.7 -0.1
C 0.5 -2.0 -1.4
H -0.6 0.3 -0.2
C -0.3 0.4 -5.9
C 0.1 2.5 4.3
H 0.4 -1.0 -0.8
C -0.7 -0.2 0.7
C 0.7 2.3 -1.8
H -0.5 0.4 0.9
I 0.1 0.0 -0.3
H 0.7 1.0 1.3
H 0.4 0.2 -0.2
O 0.9 0.5 1.2
H -1.2 -0.2 1.0
C 0.7 -3.7 -0.8

=====

Density functional theory data (ωB97M-V/def2-TZVPD) for the molecule C7H11N at a distorted geometry.

Results
LUMO: 1.00 eV
E_HOMO: -8.27 eV
structure (SMILES): C[C@@]1(N)[C@@H]2CC=C[C@@H]21
E: -327.882086 Ha

Atoms and positions in Å:
C -0.90263 0.03381 0.10268
H 2.90004 0.91617 -0.86548
C 0.17510 -0.51026 1.04723
H 0.03071 1.93208 -0.93277
C 1.17440 -0.71206 -1.01974
H 0.11245 -1.21737 2.01835
H 1.40193 -0.83173 -2.02204
H 2.20367 0.34863 1.95289
H -0.28515 -2.05806 -0.75738
C -0.00366 -1.13995 -0.26091
H -2.86372 -0.91900 0.98393
H -1.66557 1.38459 -1.06806
C 1.49412 0.44102 1.04792
N -0.89950 1.37231 -0.41570
H 1.38576 1.64015 1.03087
C -2.42759 -0.17256 0.08625
C 1.98574 0.24776 -0.46607
H -3.12790 0.65370 0.39551
H -2.76865 -0.58192 -1.05011

Force components x, y, z for each atom (eV/Å):
C -1.3 0.2 0.3
H -2.4 -2.0 0.6
C 0.7 0.3 4.0
H -3.2 -2.9 2.0
C 2.8 3.7 0.5
H -0.6 2.2 -2.1
H -0.3 -1.1 -2.1
H -0.9 -0.6 -1.7
H -1.0 -0.6 1.4
C 1.7 0.7 -3.1
H 1.5 1.1 -2.7
H 0.2 0.6 -0.4
C 0.3 1.9 -1.1
N 3.9 2.9 -1.7
H -0.9 -2.5 0.5
C -3.0 -3.8 1.1
C 0.4 -0.7 2.1
H 1.5 0.0 -0.8
H 0.8 1.0 3.3